# 1
A 2-piece molecular cluster, C2H2Cl2O2 overall, computed with ωB97M-V with the def2-TZVPD basis set.

As for the HOMO energy: -0.37372 Ha. Its LUMO energy is -0.530 eV. The value obtained for the HOMO-LUMO gap is 9.640 eV. The energy above the lowest of the compared OMol25 structures with the same formula, charge and spin comes out at 57.7 kcal per mole.

Geometry (Å):
1 C -1.422 0.086 -0.432
2 C 1.164 -0.103 0.428
3 O -1.669 0.804 0.496
4 O -0.325 -0.476 -0.763
5 Cl 2.175 -1.425 0.203
6 Cl 1.711 1.419 -0.070
7 H -2.192 -0.209 -1.190
8 H 0.557 -0.096 1.329

Cartesian forces, eV/Å:
C -1.6 0.0 -0.6
C -3.1 -0.1 -1.4
O 0.1 0.5 0.8
O 3.9 -0.4 1.1
Cl 0.1 -0.2 -0.1
Cl 0.1 0.0 0.0
H 0.1 0.2 0.3
H 0.3 0.0 -0.1

Just the Löwdin charges please, in e? Sure, here they are: atom 1 (C): -0.527, atom 2 (C): -1.040, atom 3 (O): 0.031, atom 4 (O): -0.090, atom 5 (Cl): 0.714, atom 6 (Cl): 0.708, atom 7 (H): 0.145, atom 8 (H): 0.058

---

# 2
A 2-piece molecular cluster, C2H2Cl2O3 overall, computed with ωB97M-V with the def2-TZVPD basis set.

As for the HOMO energy (alpha / beta): -0.29268 / -0.29287 Ha. Its LUMO energy (alpha / beta) is -0.281 / -0.275 eV. The value obtained for the HOMO-LUMO gap (alpha / beta) is 7.683 / 7.695 eV. The energy above the lowest of the compared OMol25 structures with the same formula, charge and spin comes out at 68.7 kcal per mole.

Geometry (Å):
1 C 2.724 -0.413 0.504
2 C 0.728 0.809 -0.302
3 O 2.876 -0.957 1.539
4 O 0.960 1.287 -1.470
5 O 0.044 -0.286 -0.189
6 Cl 3.781 -0.691 -0.888
7 Cl 0.615 2.123 0.921
8 H 1.361 0.561 -2.116
9 H 0.024 -0.710 0.660

Cartesian forces, eV/Å:
C -2.4 1.5 0.6
C 3.0 -0.1 3.1
O 0.1 0.1 -0.4
O 1.3 -1.7 -2.8
O -1.7 -0.3 -1.5
Cl 1.0 -0.3 -1.1
Cl -0.3 -1.1 -0.9
H -1.2 1.8 1.9
H 0.3 0.1 0.9

Just the Löwdin charges please, in e? Sure, here they are: atom 1 (C): -0.741, atom 2 (C): -0.882, atom 3 (O): -0.040, atom 4 (O): 0.040, atom 5 (O): 0.082, atom 6 (Cl): 0.517, atom 7 (Cl): 0.697, atom 8 (H): 0.201, atom 9 (H): 0.127

---

# 3
A 2-piece molecular cluster, C2H2Cl3NSi overall, computed with ωB97M-V with the def2-TZVPD basis set.

As for the HOMO energy: -0.42144 Ha. Its LUMO energy is -1.482 eV. The value obtained for the HOMO-LUMO gap is 9.986 eV. The energy above the lowest of the compared OMol25 structures with the same formula, charge and spin comes out at 72.3 kcal per mole.

Geometry (Å):
1 C -0.932 1.583 0.109
2 C -0.949 -0.663 -0.125
3 N -1.015 2.691 0.330
4 Si 0.978 -0.545 -0.001
5 Cl 1.697 -2.408 0.204
6 Cl 1.699 0.433 -1.634
7 Cl 1.594 0.591 1.551
8 H -1.584 -0.756 -1.093
9 H -1.489 -0.926 0.658

Cartesian forces, eV/Å:
C -0.4 -6.1 -0.8
C 2.3 4.7 -4.8
N -0.1 2.5 0.4
Si -1.0 0.8 -0.5
Cl 0.1 -0.4 -0.1
Cl -0.1 -0.5 -0.1
Cl 0.0 -0.3 0.4
H 1.6 0.3 1.5
H -2.3 -1.0 3.9

Just the Löwdin charges please, in e? Sure, here they are: atom 1 (C): -0.261, atom 2 (C): -0.041, atom 3 (N): 0.019, atom 4 (Si): -0.789, atom 5 (Cl): 0.348, atom 6 (Cl): 0.329, atom 7 (Cl): 0.353, atom 8 (H): 0.086, atom 9 (H): -0.045

---

# 4
An isolated molecule of C2H2Cl3P, computed with ωB97M-V with the def2-TZVPD basis set.

As for the HOMO energy (alpha / beta): -0.28855 / -0.28870 Ha. Its LUMO energy (alpha / beta) is -1.404 / -1.334 eV. The value obtained for the HOMO-LUMO gap (alpha / beta) is 6.448 / 6.521 eV. The energy above the lowest of the compared OMol25 structures with the same formula, charge and spin comes out at 165.0 kcal per mole.

Geometry (Å):
1 C -0.546 0.130 -0.596
2 C 0.324 -0.597 -1.479
3 P 1.376 -0.274 1.188
4 Cl -0.786 1.742 -0.976
5 Cl 1.348 -1.525 -0.433
6 Cl 1.501 0.273 -2.683
7 H -0.040 -1.395 -2.202
8 H 0.634 -0.962 2.020

Cartesian forces, eV/Å:
C -0.3 0.1 2.0
C 1.2 -1.3 -3.2
P 1.3 3.7 -0.9
Cl -0.2 0.2 -0.2
Cl 0.7 -2.3 -0.3
Cl -0.2 0.0 0.4
H -0.6 1.4 0.8
H -1.9 -1.8 1.3

Just the Löwdin charges please, in e? Sure, here they are: atom 1 (C): -0.746, atom 2 (C): -1.153, atom 3 (P): 0.483, atom 4 (Cl): 0.609, atom 5 (Cl): 0.578, atom 6 (Cl): 0.409, atom 7 (H): 0.075, atom 8 (H): -0.255

---

# 5
An isolated molecule of C2H2Cl3P, computed with ωB97M-V with the def2-TZVPD basis set.

As for the SMILES: [H]/P=C(\Cl)C(Cl)Cl. As for the HOMO energy: -0.33226 Ha. Its LUMO energy is -1.261 eV. The value obtained for the HOMO-LUMO gap is 7.780 eV. The energy above the lowest of the compared OMol25 structures with the same formula, charge and spin comes out at 70.2 kcal per mole.

Geometry (Å):
1 H 2.286 0.854 1.041
2 P 1.094 1.367 0.978
3 C 0.490 -0.174 0.138
4 Cl 1.480 -1.452 -0.264
5 C -0.840 -0.229 -0.440
6 Cl -1.451 1.401 -0.600
7 Cl -1.987 -1.193 0.658
8 H -1.073 -0.574 -1.511

Cartesian forces, eV/Å:
H 3.1 -1.3 0.4
P -4.1 -2.3 -2.0
C 2.0 4.2 1.6
Cl 0.7 -1.2 -0.1
C -2.8 -0.3 -1.3
Cl -0.9 1.0 0.1
Cl 0.7 0.3 -0.6
H 1.3 -0.4 1.9

Just the Löwdin charges please, in e? Sure, here they are: atom 1 (H): -0.228, atom 2 (P): 0.840, atom 3 (C): -1.191, atom 4 (Cl): 0.666, atom 5 (C): -1.200, atom 6 (Cl): 0.534, atom 7 (Cl): 0.496, atom 8 (H): 0.084

---

# 6
An isolated molecule of C2H2Cl3P, computed with ωB97M-V with the def2-TZVPD basis set.

As for the SMILES: C=C(Cl)P(Cl)Cl. As for the HOMO energy: -0.35742 Ha. Its LUMO energy is -0.525 eV. The value obtained for the HOMO-LUMO gap is 9.201 eV. The energy above the lowest of the compared OMol25 structures with the same formula, charge and spin comes out at 24.3 kcal per mole.

Geometry (Å):
1 C 1.279 -0.376 0.307
2 C 0.221 0.444 0.152
3 Cl 0.066 1.894 1.023
4 P -0.971 -0.064 -1.266
5 Cl -2.216 1.370 -1.019
6 Cl -1.860 -1.906 -0.234
7 H 1.968 -0.085 1.061
8 H 1.514 -1.277 -0.024

Cartesian forces, eV/Å:
C -1.6 4.7 2.4
C 0.6 -2.4 -1.8
Cl -0.1 0.3 0.2
P 1.8 -2.6 1.6
Cl -2.2 1.7 0.1
Cl 0.6 1.7 -0.8
H 0.7 0.4 0.6
H 0.2 -3.8 -2.4

Just the Löwdin charges please, in e? Sure, here they are: atom 1 (C): -0.083, atom 2 (C): -1.042, atom 3 (Cl): 0.614, atom 4 (P): 0.241, atom 5 (Cl): 0.233, atom 6 (Cl): -0.021, atom 7 (H): 0.049, atom 8 (H): 0.010

---

# 7
A 2-piece molecular cluster, C2H2Cl3P overall, computed with ωB97M-V with the def2-TZVPD basis set.

As for the HOMO energy (alpha / beta): -0.24582 / -0.37893 Ha. Its LUMO energy (alpha / beta) is -0.297 / -3.221 eV. Its spin multiplicity is 3. The value obtained for the HOMO-LUMO gap (alpha / beta) is 6.392 / 7.091 eV. The energy above the lowest of the compared OMol25 structures with the same formula, charge and spin comes out at 40.1 kcal per mole. As for the expectation value of S²: 2.01.

Geometry (Å):
1 C -0.471 -1.030 -0.253
2 C -0.902 0.365 -0.126
3 P -0.303 -2.565 -0.475
4 Cl 2.758 0.129 -0.064
5 Cl -2.288 0.337 1.157
6 Cl -1.535 1.026 -1.625
7 H -0.067 0.842 0.378
8 H 2.808 0.896 1.008

Cartesian forces, eV/Å:
C -1.1 6.2 -0.3
C 0.4 -2.9 0.8
P 0.5 -4.8 -0.3
Cl 0.0 0.7 0.9
Cl 0.1 0.2 -0.1
Cl 0.4 0.2 0.3
H -0.3 1.0 -0.3
H 0.0 -0.7 -0.9

Just the Löwdin charges please, in e? Sure, here they are: atom 1 (C): -0.746, atom 2 (C): -1.157, atom 3 (P): 0.769, atom 4 (Cl): 0.274, atom 5 (Cl): 0.441, atom 6 (Cl): 0.589, atom 7 (H): 0.024, atom 8 (H): -0.195

---

# 8
A 2-piece molecular cluster, C2H2Cl4 overall, computed with ωB97M-V with the def2-TZVPD basis set.

As for the HOMO energy (alpha / beta): -0.22564 / -0.41725 Ha. Its LUMO energy (alpha / beta) is 0.643 / -2.486 eV. Its spin multiplicity is 3. The value obtained for the HOMO-LUMO gap (alpha / beta) is 6.783 / 8.868 eV. The energy above the lowest of the compared OMol25 structures with the same formula, charge and spin comes out at 0.0 kcal per mole. As for the expectation value of S²: 2.01.

Geometry (Å):
1 C 0.925 0.567 -0.611
2 C 0.950 -0.620 0.014
3 Cl 1.450 2.023 0.079
4 Cl -2.525 -0.113 0.788
5 Cl 2.000 -0.860 1.408
6 Cl 0.181 -1.958 -0.684
7 H -3.668 0.412 0.656
8 H 0.687 0.550 -1.651

Cartesian forces, eV/Å:
C 0.2 5.7 -3.5
C 0.1 -5.9 5.0
Cl -0.6 -0.3 0.0
Cl 0.4 -0.2 0.1
Cl -0.3 -0.3 -1.1
Cl 0.2 0.3 0.3
H -0.4 0.2 0.0
H 0.3 0.5 -0.7

Just the Löwdin charges please, in e? Sure, here they are: atom 1 (C): -0.749, atom 2 (C): -1.265, atom 3 (Cl): 0.668, atom 4 (Cl): 0.306, atom 5 (Cl): 0.585, atom 6 (Cl): 0.665, atom 7 (H): -0.258, atom 8 (H): 0.049

---

# 9
A 2-piece molecular cluster, C2H2Cl6 overall, computed with ωB97M-V with the def2-TZVPD basis set.

As for the SMILES: ClC(Cl)Cl.ClC(Cl)Cl. As for the HOMO energy: -0.40647 Ha. Its LUMO energy is 0.522 eV. The value obtained for the HOMO-LUMO gap is 11.583 eV. The energy above the lowest of the compared OMol25 structures with the same formula, charge and spin comes out at 1.6 kcal per mole.

Geometry (Å):
1 Cl -0.190 -1.774 -1.482
2 C 0.580 -2.129 0.066
3 Cl 2.341 -1.871 0.065
4 Cl 0.232 -3.782 0.554
5 H 0.189 -1.400 0.764
6 Cl -1.486 3.413 -0.905
7 C -0.588 2.242 0.088
8 Cl 0.823 1.557 -0.744
9 Cl -1.656 0.952 0.642
10 H -0.246 2.792 0.952

Cartesian forces, eV/Å:
Cl 0.2 -0.1 -0.1
C 0.3 0.2 -0.1
Cl -0.2 0.0 -0.3
Cl -0.1 0.1 0.2
H -0.2 -0.3 0.2
Cl 0.3 -0.3 0.0
C 0.0 0.1 -0.2
Cl -0.3 0.3 0.1
Cl 0.0 0.0 0.0
H 0.1 -0.1 0.1

Just the Löwdin charges please, in e? Sure, here they are: atom 1 (Cl): 0.504, atom 2 (C): -1.567, atom 3 (Cl): 0.503, atom 4 (Cl): 0.531, atom 5 (H): -0.027, atom 6 (Cl): 0.521, atom 7 (C): -1.520, atom 8 (Cl): 0.517, atom 9 (Cl): 0.530, atom 10 (H): 0.008

---

# 10
A 2-piece molecular cluster, C2H2ClFO2 overall, computed with ωB97M-V with the def2-TZVPD basis set.

As for the HOMO energy (alpha / beta): -0.33808 / -0.37649 Ha. Its LUMO energy (alpha / beta) is -0.883 / -1.089 eV. The value obtained for the HOMO-LUMO gap (alpha / beta) is 8.316 / 9.156 eV. The energy above the lowest of the compared OMol25 structures with the same formula, charge and spin comes out at 97.9 kcal per mole.

Geometry (Å):
1 C 0.912 0.304 0.356
2 C -0.465 0.174 -0.146
3 O 1.501 1.281 0.726
4 O -0.887 -0.768 -0.890
5 F -1.117 1.340 -0.327
6 Cl 1.713 -1.247 0.105
7 H -0.363 -0.593 1.890
8 H -1.293 -0.490 -1.712

Cartesian forces, eV/Å:
C 0.5 0.3 -0.5
C 0.5 2.6 2.1
O -0.9 -0.7 -0.1
O -0.3 -2.2 -0.6
F 0.4 -0.6 0.4
Cl 0.6 -0.3 0.2
H -0.4 0.5 -1.2
H -0.4 0.4 -0.3

Just the Löwdin charges please, in e? Sure, here they are: atom 1 (C): -0.855, atom 2 (C): -0.467, atom 3 (O): 0.053, atom 4 (O): 0.117, atom 5 (F): 0.116, atom 6 (Cl): 0.682, atom 7 (H): 0.201, atom 8 (H): 0.153

---

# 11
C2H2ClI as an isolated structure, computed with ωB97M-V with the def2-TZVPD basis set.

As for the HOMO energy: -0.32728 Ha. Its LUMO energy is 0.152 eV. The value obtained for the HOMO-LUMO gap is 9.058 eV. The energy above the lowest of the compared OMol25 structures with the same formula, charge and spin comes out at 24.0 kcal per mole.

Geometry (Å):
1 C -0.897 0.354 0.022
2 C 0.489 -0.327 -0.040
3 Cl 0.838 -2.038 -0.001
4 I 2.143 0.928 -0.054
5 H -0.880 1.335 -0.134
6 H -1.694 -0.252 0.207

Cartesian forces, eV/Å:
C 8.7 -6.3 -0.1
C -5.8 2.9 0.4
Cl -0.6 1.0 0.1
I 0.0 -0.1 -0.2
H -0.2 3.9 -0.4
H -2.2 -1.3 0.2

Just the Löwdin charges please, in e? Sure, here they are: atom 1 (C): -0.028, atom 2 (C): -1.248, atom 3 (Cl): 0.514, atom 4 (I): 0.794, atom 5 (H): -0.033, atom 6 (H): 0.002

---

# 12
A 2-piece molecular cluster, C2H2ClI overall, computed with ωB97M-V with the def2-TZVPD basis set.

As for the SMILES: C#CI.Cl. As for the HOMO energy: -0.34784 Ha. Its LUMO energy is 0.294 eV. The value obtained for the HOMO-LUMO gap is 9.759 eV. The energy above the lowest of the compared OMol25 structures with the same formula, charge and spin comes out at 31.0 kcal per mole.

Geometry (Å):
1 C -0.627 -2.178 -0.164
2 C 0.295 -1.372 -0.093
3 I 1.883 -0.115 0.005
4 H -1.183 -3.012 0.089
5 Cl -0.252 2.690 0.047
6 H -0.116 3.988 0.116

Cartesian forces, eV/Å:
C 3.1 2.5 0.5
C -1.2 -1.0 -0.3
I -0.6 -0.7 -0.1
H -1.2 -1.0 -0.1
Cl 0.0 1.0 0.1
H -0.1 -0.8 0.0

Just the Löwdin charges please, in e? Sure, here they are: atom 1 (C): -0.024, atom 2 (C): -0.785, atom 3 (I): 0.832, atom 4 (H): -0.003, atom 5 (Cl): 0.200, atom 6 (H): -0.220

---

Repeat the fourth record exactly.
An isolated molecule of C2H2Cl3P, computed with ωB97M-V with the def2-TZVPD basis set.

As for the HOMO energy (alpha / beta): -0.28855 / -0.28870 Ha. Its LUMO energy (alpha / beta) is -1.404 / -1.334 eV. The value obtained for the HOMO-LUMO gap (alpha / beta) is 6.448 / 6.521 eV. The energy above the lowest of the compared OMol25 structures with the same formula, charge and spin comes out at 165.0 kcal per mole.

Geometry (Å):
1 C -0.546 0.130 -0.596
2 C 0.324 -0.597 -1.479
3 P 1.376 -0.274 1.188
4 Cl -0.786 1.742 -0.976
5 Cl 1.348 -1.525 -0.433
6 Cl 1.501 0.273 -2.683
7 H -0.040 -1.395 -2.202
8 H 0.634 -0.962 2.020

Cartesian forces, eV/Å:
C -0.3 0.1 2.0
C 1.2 -1.3 -3.2
P 1.3 3.7 -0.9
Cl -0.2 0.2 -0.2
Cl 0.7 -2.3 -0.3
Cl -0.2 0.0 0.4
H -0.6 1.4 0.8
H -1.9 -1.8 1.3

Just the Löwdin charges please, in e? Sure, here they are: atom 1 (C): -0.746, atom 2 (C): -1.153, atom 3 (P): 0.483, atom 4 (Cl): 0.609, atom 5 (Cl): 0.578, atom 6 (Cl): 0.409, atom 7 (H): 0.075, atom 8 (H): -0.255